Record 1
Formula: C21H55NO13
Source: the Open Molecules 2025 dataset
Level of theory: ωB97M-V with the def2-TZVPD basis set

XYZ file:
```
90
Properties=species:S:1:pos:R:3:lowdin_charge:R:1
O -26.6388 18.8215 19.4598 -0.0768
O -19.9865 20.1815 23.2117 -0.0716
O -27.0308 21.0723 18.0706 -0.0937
O -23.9137 19.2982 24.4512 -0.0623
O -27.9369 15.7974 16.2336 -0.0598
O -29.9484 17.4045 17.5847 -0.0656
O -28.0225 22.2102 15.8315 -0.0895
O -23.6304 19.6800 21.6205 -0.1031
O -21.0841 19.4551 20.3758 -0.0953
O -26.7170 16.0020 18.5588 -0.0842
O -28.1268 16.5195 23.6042 0.0167
O -31.7055 18.9417 15.9424 -0.0676
O -23.6941 17.9099 26.7821 -0.0750
N -27.5299 15.3941 23.0903 -0.1371
C -26.5940 22.1818 16.0240 -0.2029
C -25.8979 13.4468 23.4626 -0.1704
C -26.5165 14.7695 23.9454 -0.4393
C -23.1709 19.2469 26.7239 -0.2018
C -29.4662 18.3922 16.6456 -0.2353
C -25.1671 15.6629 23.8713 -0.0274
C -28.4386 14.6069 22.2036 -0.4360
C -27.0130 12.6173 22.8711 -0.2148
C -30.4661 19.4656 16.4334 -0.2483
C -20.4764 21.0846 22.2086 -0.2044
C -22.8442 19.5363 25.2732 -0.2880
C -25.7802 15.8956 17.5224 -0.2091
C -20.1398 20.4557 20.8100 -0.1858
C -29.7409 14.0877 22.8516 -0.0318
C -27.5775 13.3741 21.7117 -0.1380
C -28.7841 15.5095 21.0134 -0.0282
C -26.1839 21.0244 16.9598 -0.2535
C -25.5333 18.5389 20.3293 -0.1700
C -26.5964 16.1822 16.2594 -0.2427
C -26.9764 14.5003 25.4450 -0.0123
C -24.9549 19.7749 21.1236 -0.1778
H -25.1916 21.2866 17.3268 0.1108
H -27.2103 15.4442 25.9373 0.0709
H -27.8895 13.9106 25.3642 0.0657
H -25.5030 16.6021 24.3108 0.0522
H -23.8701 19.9281 27.2090 0.1160
H -30.2502 13.3188 22.2706 0.0834
H -19.9475 22.0280 22.3444 0.1200
H -25.0528 13.6231 22.7971 0.1152
H -28.4349 22.2143 16.6984 0.0672
H -24.9682 15.9772 22.8467 0.0703
H -27.4953 17.2064 23.3785 0.0979
H -26.5448 17.2415 16.0079 0.1126
H -20.1674 21.2042 20.0181 0.1211
H -26.0035 15.7334 15.4624 0.1206
H -27.0242 17.9833 19.1943 0.0625
H -29.7353 16.0402 21.0551 0.0851
H -25.4740 19.9124 22.0721 0.1159
H -25.6335 12.7512 24.2590 0.1170
H -26.0862 22.1045 15.0626 0.1173
H -26.5379 11.7092 22.5000 0.1147
H -24.6705 18.0930 19.8345 0.1056
H -26.8883 13.3675 20.8673 0.1223
H -24.1059 17.7277 25.9342 0.0421
H -19.2181 19.8889 20.9414 0.1196
H -28.3315 12.6694 21.3610 0.1050
H -27.8036 12.3401 23.5683 0.1122
H -25.7908 17.6631 20.9250 0.1045
H -24.9433 16.5940 17.5287 0.1220
H -31.9051 18.2183 16.5411 0.0688
H -25.3236 14.9213 17.6966 0.1207
H -27.4694 15.5487 18.1715 0.0709
H -28.1911 15.8714 15.3108 0.1083
H -22.9532 19.7272 20.9417 0.0474
H -28.7884 14.9022 20.1083 0.0709
H -26.4093 23.1218 16.5440 0.1143
H -26.2433 20.0008 16.5898 0.1074
H -23.5112 19.4082 23.5866 0.0469
H -21.9736 18.9926 24.9065 0.1105
H -28.5901 18.8742 17.0795 0.1063
H -30.1139 20.2555 15.7699 0.1206
H -29.8740 16.5111 17.2414 0.0669
H -29.6480 13.5901 23.8169 0.0663
H -20.4662 19.3573 23.1016 0.0634
H -26.8677 20.2906 18.6035 0.0175
H -21.5502 21.2656 22.2576 0.1049
H -25.0148 20.7543 20.6489 0.1241
H -22.2655 19.2298 27.3305 0.1171
H -24.3196 15.2463 24.4157 0.0882
H -30.7547 19.9174 17.3824 0.1233
H -28.0507 16.2674 20.7381 0.0620
H -30.5037 14.8371 23.0631 0.0813
H -26.2695 13.9989 26.1061 0.0779
H -29.3136 17.9960 15.6417 0.1201
H -20.9916 18.6536 20.8960 0.0861
H -22.5602 20.5556 25.0117 0.1209
```

Summary:
Strongest force on any atom: 3.56 eV Å⁻¹
2S+1: 1
HOMO: -7.966 eV
LUMO: 0.072 eV
Energy relative to the best compared isomer or geometry (same formula, charge and spin): 3.302 eV

***

Record 2
Formula: C21H56B2NO16P4
Source: the Open Molecules 2025 dataset
Level of theory: ωB97M-V with the def2-TZVPD basis set

XYZ file:
```
100
Properties=species:S:1:pos:R:3:lowdin_charge:R:1
P -5.0780 0.3348 -0.3771 0.6934
P -3.9470 -0.3811 -7.4577 0.6932
P 2.1278 4.5881 -0.8485 0.6935
P 0.3203 -1.8240 4.5140 1.0061
O 0.6795 4.3562 -1.2446 -0.2799
O 4.6081 -2.3602 2.3185 0.0485
O 2.7898 0.5178 2.0467 0.0517
O -4.3716 -0.7131 -9.0912 -0.2866
O -5.7819 -0.2488 -1.7480 -0.2571
O -6.6201 0.8479 0.1630 -0.2497
O -4.9523 -0.7563 0.6717 -0.2696
O -3.9279 1.2454 -7.7228 -0.2545
O -3.4963 0.1013 -1.0068 -0.2801
O 2.2727 5.9531 0.0642 -0.2531
O -3.2534 -0.1139 -5.9183 -0.2495
O -5.2926 -0.8114 -6.9000 -0.2702
O 2.1490 0.8015 4.3940 -0.0615
O 3.6870 -4.5398 -0.0580 -0.1336
O 2.0190 3.6678 0.5862 -0.2310
O 2.5237 5.4318 -2.2952 -0.2900
N 3.0404 -2.4382 4.1186 -0.0867
C 1.5007 -2.3684 1.8848 -0.1645
C 3.1458 4.6067 -3.2840 -0.1372
C -0.7274 -4.4113 5.4251 -0.2020
C -0.8260 -0.3681 4.1724 -0.4296
C 4.3250 -2.4157 3.5190 -0.4493
C -3.9145 -1.9881 -9.5524 -0.1345
C 4.5868 1.4807 4.6760 -0.0600
C 2.3107 -4.0514 0.0144 -0.2286
C 2.7190 -3.6675 4.8494 -0.1229
C 2.5859 7.2224 -0.4892 -0.1233
C 3.2859 0.7249 5.2570 -0.2387
C -1.8474 0.1656 -5.9545 -0.1320
C -2.5267 1.0186 -0.4801 -0.1162
C -0.7122 -3.3742 4.2060 -0.4335
C -4.2449 1.8271 -8.9795 -0.1200
C -7.0960 2.0415 -0.4673 -0.1503
C -1.2593 -0.1713 2.6551 -0.1782
C -5.0286 -0.7347 -2.8524 -0.1134
C 1.9267 -3.8625 1.5659 -0.1802
C 3.2757 3.4565 1.2515 -0.1297
C 5.5768 -2.4854 4.5190 -0.0244
B 1.9084 -1.7671 3.3537 -0.7990
B 2.2769 -0.1136 3.2563 -0.4651
H -1.4954 0.3066 -4.9310 0.0912
H 0.3634 -2.3318 1.7965 0.0773
H -0.4468 0.6208 4.5634 0.0684
H -2.4590 0.9215 0.6038 0.0445
H -1.5559 0.7961 -0.9226 0.0936
H -0.0831 -5.2989 5.1324 0.0552
H -6.4067 2.8671 -0.2743 0.0758
H 1.6952 -4.8683 -0.4765 0.1052
H 3.3519 5.2136 -4.1660 0.0845
H 1.7897 7.5631 -1.1542 0.0909
H 3.5426 -0.3113 5.6094 0.1119
H -5.7232 -1.0089 -3.6464 0.0879
H -1.7854 -0.5708 4.7515 0.0666
H 5.4364 0.7313 4.7024 0.0584
H -0.4312 -3.9617 6.4097 0.0479
H -1.6493 1.0740 -6.5278 0.0780
H -7.1994 1.8944 -1.5449 0.0764
H 3.9605 2.9244 0.5886 0.0906
H 4.8899 2.2886 5.4151 0.0660
H -2.8233 -2.0326 -9.5151 0.0776
H 1.9988 -4.3621 4.3296 0.0769
H 2.4868 3.7802 -3.5608 0.0829
H 1.8696 -1.7296 1.0143 0.0887
H -0.4585 -3.9462 3.2705 0.0542
H 1.0836 -4.6097 1.7407 0.0946
H -4.4624 -1.6254 -2.5726 0.0952
H 3.5423 7.1954 -1.0126 0.0813
H -4.2338 -2.1205 -10.5862 0.0862
H 3.1010 2.8510 2.1400 0.0621
H -1.8650 -1.0755 2.3313 0.0808
H -8.0728 2.2899 -0.0471 0.0839
H 3.0068 1.3099 6.1923 0.1162
H -4.3668 0.0388 -3.2422 0.0748
H 3.6679 -4.2764 5.0243 0.0929
H 6.2452 -3.2967 4.0886 0.0793
H 4.0904 4.2107 -2.9034 0.0787
H 2.6739 7.9359 0.3306 0.0869
H 2.2465 -3.0910 -0.5658 0.1053
H 6.1431 -1.5230 4.3868 0.0630
H 4.2847 -3.8030 -0.2450 0.0682
H 2.8099 -4.2536 2.1367 0.0939
H 3.7184 4.4096 1.5512 0.0830
H 2.2988 -3.4866 5.8908 0.0794
H -1.9645 0.7188 2.6108 0.0569
H 2.1673 1.2037 1.7460 0.0659
H 5.2782 -2.7096 5.5760 0.0678
H -1.7899 -3.0227 4.0859 0.0670
H -0.4149 0.0529 1.9479 0.0679
H -1.3109 -0.6740 -6.4017 0.0777
H -1.7937 -4.8005 5.4984 0.0562
H -3.5764 1.4609 -9.7593 0.0819
H -5.2874 1.6381 -9.2425 0.0924
H -4.3354 -2.7889 -8.9397 0.0848
H 4.4200 1.9110 3.6557 0.0561
H -4.1039 2.9051 -8.8978 0.0878
H -2.8056 2.0426 -0.7407 0.0804
```

Summary:
Strongest force on any atom: 9.56 eV Å⁻¹
2S+1: 1
HOMO: -3.290 eV
LUMO: -1.014 eV
Net charge: -1

***

Record 3
Formula: C21H56F10N10O18PS4
Source: the Open Molecules 2025 dataset
Level of theory: ωB97M-V with the def2-TZVPD basis set

XYZ file:
```
120
Properties=species:S:1:pos:R:3:lowdin_charge:R:1
S 4.3654 -1.9822 0.5396 0.5667
S -0.9266 -0.9277 -0.6673 0.4131
S 5.8784 -2.2336 -1.3878 0.5811
S -0.7603 1.3349 -0.3799 0.5196
P -4.8435 4.9317 -1.7164 0.1804
F -6.3222 5.6486 -1.5323 -0.1967
F -4.3630 5.7327 -0.3286 -0.2221
F 5.6998 -2.1453 -2.9907 -0.1820
F -0.8247 2.2566 0.8832 -0.2516
F -4.5214 6.2671 -2.5403 -0.1556
F -5.3426 3.7216 -0.7987 -0.1719
F -3.4651 4.1511 -1.8917 -0.1521
F -1.4341 -2.3794 -0.0741 -0.2409
F 2.7322 -1.6258 0.8405 -0.2495
F -5.3721 4.2649 -3.1401 -0.1813
O -4.5430 -2.3925 0.4693 0.1354
O 1.9800 1.2045 2.2594 0.1839
O 4.9151 -0.8294 1.1945 -0.2517
O 0.5014 -3.0732 -3.7597 -0.0612
O 6.7771 -1.1648 -1.0057 -0.2291
O -1.9397 -0.8210 -1.6993 -0.2709
O -1.1330 -3.7970 -2.7221 -0.0724
O -1.8554 1.9569 -1.1597 -0.3140
O 1.6996 5.7175 1.4845 0.1287
O 2.7089 -5.7177 -3.5720 0.1454
O 6.3533 -3.5903 -1.2511 -0.2513
O 4.6447 1.3945 -1.9551 0.0970
O -3.4458 7.4783 2.5164 0.1646
O -4.3455 -5.6744 -0.2618 0.1685
O 0.6550 1.5788 -0.6954 -0.3713
O 0.4987 -1.1100 -1.0650 -0.3476
O -1.3087 -2.2049 -4.2225 0.0112
O 4.5364 -3.2807 1.1417 -0.2609
N -1.2059 -0.1212 0.5401 -0.3768
N 2.9934 6.4128 -0.3923 0.0997
N -3.8199 -0.2742 1.3521 0.0510
N 0.0693 0.0599 2.9887 0.0873
N -0.6692 -3.0446 -3.5933 -0.6551
N -2.9303 -7.6206 -0.6218 0.1131
N 4.2291 -2.0176 -1.0827 -0.3205
N -2.7051 5.1788 2.1176 0.1096
N 2.9897 -0.2923 -2.6509 0.1065
N 2.5853 -3.9473 -1.9310 0.1178
C -3.3685 6.3113 2.9263 -0.3262
C 1.7900 -4.1548 -0.6206 0.0216
C 2.8205 2.1540 -3.5200 0.0254
C 3.7535 7.4961 0.3460 0.0399
C -3.8404 -8.2826 -1.7255 0.0716
C -4.1946 -1.7551 1.4847 -0.2995
C -1.2174 5.2252 2.0879 -0.0029
C -3.9738 -2.3756 2.9048 0.0274
C 2.4597 5.3487 0.5957 -0.3028
C 3.6152 1.1269 -2.6408 -0.2546
C 1.5215 0.5632 3.1262 -0.3809
C 2.8526 -0.9578 -4.0487 0.0378
C -3.6389 5.9850 4.3664 0.0246
C 3.1393 -5.3114 -2.4772 -0.3255
C 2.6766 3.8699 0.2637 0.0410
C -3.2352 -6.1604 -0.3455 -0.3515
C 2.3758 -0.1564 4.2124 0.0575
C 4.1136 -5.9257 -1.6093 0.0014
C -4.5788 0.4067 0.1897 0.0674
C -2.0524 -5.2451 -0.1820 0.0034
C -0.6832 0.8212 4.0273 -0.0018
H -0.2614 0.5230 4.9871 0.0993
H -0.8217 4.3713 1.5381 0.0776
H -2.8603 -8.2226 0.1861 0.1773
H -0.5159 1.8962 3.9604 0.1032
H 5.0464 -6.0337 -2.1627 0.1183
H -3.0785 5.2993 1.1869 0.1346
H 2.4461 1.7266 -4.4502 0.0815
H 0.1274 -0.9006 3.2958 0.1560
H 4.3927 8.0969 -0.3011 0.1129
H 4.3847 7.0171 1.0945 0.1137
H 2.1581 6.6906 -0.8874 0.1846
H 2.8117 -2.0438 -4.1322 0.0823
H -3.0088 -2.0784 3.3153 0.0626
H -4.8683 -7.9243 -1.6691 0.1036
H 3.4485 -1.0245 -2.1279 0.0342
H -0.7383 5.3051 3.0637 0.1053
H -3.3762 -8.0056 -2.6721 0.1107
H 3.5806 5.9936 -1.0991 0.1709
H 3.3735 3.0004 -3.9274 0.0908
H 1.9828 -0.5772 -4.5841 0.1029
H -4.6771 5.6628 4.4474 0.1089
H -3.7215 6.9815 4.8003 0.1104
H 2.1780 -1.2234 4.1094 0.0952
H 1.8974 3.3094 0.7802 0.0613
H -2.4473 -4.2953 -0.5427 0.0758
H -2.9178 5.2528 4.7299 0.0900
H -3.8525 0.2841 2.1932 0.1473
H -3.7948 -9.3591 -1.5608 0.1025
H -1.1940 -5.5434 -0.7839 0.0703
H -4.2023 0.0127 -0.7542 0.1066
H -1.7368 0.5583 3.9337 0.0891
H -4.2329 1.4246 0.3696 0.0872
H 3.6590 3.5323 0.5939 0.1144
H -1.7936 -5.1268 0.8702 0.1037
H 3.4083 -0.0268 3.8882 0.1047
H 2.0841 -3.5979 -2.7352 0.0904
H 1.1626 -3.2834 -0.4333 0.0580
H 4.3482 -5.4477 -0.6582 0.0772
H 3.8429 -6.8523 -1.1030 0.1125
H -4.6854 -1.9353 3.6033 0.0897
H 1.1219 -5.0152 -0.6575 0.0871
H -5.6114 0.2297 0.4907 0.1105
H -0.4571 0.1096 2.1281 0.0507
H 2.0255 0.2117 5.1768 0.0891
H 2.1665 -0.1830 -2.0760 0.1153
H -0.9615 6.1663 1.6011 0.1059
H 2.4096 -4.2578 0.2702 0.0750
H -4.0240 -3.4623 2.8356 0.0904
H 3.3725 -3.3320 -1.7834 0.0524
H 2.9660 8.1103 0.7825 0.1101
H -2.9912 4.2800 2.4787 0.1647
H -2.8415 -0.1071 1.1653 0.0464
H -2.0000 -7.6894 -1.0091 0.1578
H 1.9331 2.4766 -2.9756 0.0778
H 2.5385 3.6450 -0.7938 0.0797
H 3.7350 -0.6259 -4.5958 0.1016
```

Summary:
Strongest force on any atom: 9.03 eV Å⁻¹
2S+1: 2
HOMO (alpha / beta): -9.042 / -10.875 eV
LUMO (alpha / beta): -5.561 / -5.541 eV
Net charge: +2

***

- Which of these has the highest strongest force on any atom?
  C21H56B2NO16P4

***

- The lowest strongest force on any atom belongs to which entry?
  C21H55NO13

***

- Look up the strongest force on any atom of the second one.
  9.56 eV Å⁻¹